Entry 1:
Formula: C42H80N13O3P4
Source: OMol25
Level of theory: ωB97M-V/def2-TZVPD

```
142
Properties=species:S:1:pos:R:3:mulliken_charge:R:1
P 0.00389 -1.12758 3.41539 -0.30
P -2.82665 -5.33482 -4.35395 0.75
P -3.04593 -6.33350 4.40585 0.72
P 6.48601 8.87702 -2.66840 0.79
O -2.56985 -5.08705 3.64838 -0.78
O -2.64498 -3.84191 -4.65916 -0.90
O 7.51727 8.12189 -1.82474 -0.87
N -3.01701 -7.36457 3.02069 0.21
N -2.87047 -7.08823 -3.98302 0.11
N 1.42989 2.05067 1.50030 0.97
N 2.68086 4.91568 -1.64569 -0.41
N -3.54927 -5.11472 -2.81807 0.47
N -1.68439 -0.69549 -1.16521 -0.50
N -4.60048 -5.72896 4.78587 0.24
N 0.66776 0.37570 2.71796 0.19
N 5.30145 9.89020 -3.55381 0.07
N 5.33474 7.58761 -2.67740 0.21
N -3.49152 -7.75194 5.40628 0.06
N 7.44191 8.96913 -4.08378 0.25
N -3.95464 -5.61234 -5.62929 0.14
C -1.51163 -7.64641 -3.92640 -1.05
C 3.37246 3.79571 -1.33023 -0.25
C -0.16369 4.54920 3.38696 -0.46
C 1.28475 4.83253 3.34935 0.59
C 1.53012 5.11323 -0.94442 -0.44
C 2.36064 3.66933 3.43546 -1.03
C 1.68996 2.40760 2.83244 0.39
C -3.29390 -5.65377 -6.93485 -1.20
C 0.74011 7.33069 3.10294 -0.63
C -0.83453 -1.21691 -2.09431 -0.40
C 7.19998 8.25600 -5.31836 -1.03
C -1.73834 -0.79799 4.11283 -0.38
C 1.10676 4.15978 0.06814 -0.25
C -1.09034 -0.10079 -0.10972 -0.16
C -1.16237 5.62806 3.29140 -0.63
C -2.59880 -7.87555 6.56835 -1.02
C 5.11023 11.18278 -2.88016 -1.02
C -3.07242 -3.97930 -2.04033 -0.97
C -5.16341 -4.80808 -5.74932 -0.99
C -1.59902 -1.04713 5.69060 -0.98
C 3.10365 2.77831 -0.32599 -0.57
C -5.85169 -6.19367 4.22694 -1.04
C -0.69707 7.01558 3.13206 -0.46
C 0.61316 -1.11730 -1.91775 -0.63
C 0.32034 0.10880 0.18161 0.56
C -3.75997 -8.06700 -4.59483 -0.98
C -1.65099 -7.74040 2.65603 -1.15
C -3.80497 -9.08413 4.90544 -0.94
C 1.85475 2.95923 0.46123 -0.17
C 1.72514 6.23704 3.22666 1.04
C 5.70785 6.25388 -3.12265 -0.85
C -4.92969 -5.38312 -2.47933 -1.00
C 8.88119 9.12259 -3.88867 -0.96
C 1.28977 -0.44479 -0.80697 -0.16
C 3.25436 6.61764 3.22332 -1.33
C 1.20754 1.31503 3.64393 -0.98
C -0.29236 -2.42864 2.09397 -0.80
C -4.69486 -4.29761 5.05506 -0.88
C 0.79452 0.82831 1.43401 -0.04
C 4.64585 7.47177 -1.39235 -1.09
C 4.02275 9.43869 -4.08493 -0.94
C -3.73686 -7.00831 1.80556 -1.32
H -6.68133 -5.95269 4.89851 0.36
H -1.79674 0.29727 0.67186 0.39
H -2.11560 0.22646 3.87145 0.41
H -4.25128 -9.67955 5.70893 0.37
H 9.35301 9.55789 -4.77394 0.34
H -0.86170 -6.99787 -3.32857 0.32
H 0.92587 6.02491 -1.17587 0.40
H 1.11179 8.38013 2.97979 0.40
H 2.39137 -0.35966 -0.70171 0.40
H -4.80094 -7.75190 -4.57541 0.28
H 2.65363 3.49411 4.49922 0.42
H -1.36305 -2.13589 5.86476 0.24
H 4.30231 3.62301 -1.93810 0.32
H 4.60600 11.90126 -3.53056 0.36
H -0.72579 -0.45140 6.07174 0.32
H 9.09068 9.79673 -3.05829 0.30
H -3.48570 -8.29572 -5.63061 0.33
H 0.55253 -2.50012 1.35432 0.34
H -4.95011 -3.74340 -5.89433 0.28
H 1.25884 -1.56496 -2.71665 0.38
H -2.91819 -9.61883 4.54762 0.33
H -1.21969 -1.76231 -2.99561 0.51
H 4.27918 8.45333 -1.06726 0.38
H 4.84171 5.58701 -3.08808 0.13
H -1.10418 -8.09284 3.53835 0.35
H 3.42162 7.41367 4.00339 0.43
H -2.25428 5.38392 3.33323 0.37
H -5.58326 -4.54377 -2.74602 0.39
H -5.88276 -7.27540 4.10156 0.23
H -4.74496 -3.71510 4.12525 0.22
H 5.31035 7.08480 -0.60920 0.35
H -2.39967 -1.62818 3.74161 0.27
H -1.50376 -8.63070 -3.45238 0.36
H 6.02629 6.25316 -4.16302 0.25
H -3.00771 -8.56022 7.31463 0.37
H 3.61858 10.20109 -4.75964 0.38
H -1.41601 7.86907 3.03244 0.36
H -2.42280 -6.31854 -6.90022 0.33
H -1.09654 -6.89481 2.23247 0.25
H -4.80747 -6.93054 1.98236 0.26
H 3.77379 6.81856 -1.46903 0.15
H 4.11648 8.53399 -4.68165 0.27
H -2.47926 -6.90273 7.05773 0.32
H -1.64956 -8.56122 1.93432 0.36
H -3.96451 -6.05077 -7.70109 0.36
H -5.76631 -5.15228 -6.59449 0.38
H 7.67816 8.77256 -6.15634 0.37
H -3.55593 -3.04558 -2.35632 0.31
H -1.07512 -7.73283 -4.92718 0.33
H -3.83322 -3.95265 5.62779 0.24
H 3.54581 6.95819 2.19810 0.20
H -1.60589 -8.22905 6.27097 0.33
H -5.58153 -4.06788 5.65213 0.38
H -2.94757 -4.66199 -7.24600 0.32
H -5.03187 -5.54969 -1.40197 0.20
H -1.99421 -3.86083 -2.15272 0.19
H -0.40495 -3.42131 2.60738 0.38
H 3.89229 5.75140 3.53801 0.31
H 7.60618 7.23748 -5.28463 0.38
H -5.80590 -4.91804 -4.87814 0.26
H 3.27927 9.26099 -3.29904 0.30
H 6.07992 11.61719 -2.61463 0.33
H 0.13595 4.35920 0.59385 0.37
H -3.71998 -9.00194 -4.02543 0.37
H -4.54203 -9.06479 4.10571 0.28
H -2.56680 -0.74939 6.17306 0.35
H -1.26653 -2.21892 1.56655 0.17
H -5.31272 -6.28697 -2.95194 0.26
H -0.56709 3.51028 3.49981 0.30
H 3.76901 1.89714 -0.14549 0.51
H 3.23463 3.95312 2.78556 0.33
H 6.50498 5.81178 -2.51243 0.34
H -3.38558 -6.06737 1.36633 0.41
H -6.06348 -5.72202 3.25964 0.38
H 1.23337 1.19082 4.74395 0.36
H 9.36421 8.15988 -3.67887 0.29
H -3.62761 -7.79585 1.05419 0.46
H -3.26318 -4.11993 -0.97214 0.34
H 6.14216 8.20119 -5.57481 0.22
H 4.52679 11.06921 -1.95966 0.33
```

Results
E_LUMO (eV): -2.72
Total charge: +1



Entry 2:
Formula: C18H67FN5NbO13P
Source: OMol25
Level of theory: ωB97M-V/def2-TZVPD

```
106
Properties=species:S:1:pos:R:3:mulliken_charge:R:1
Nb 1.34324 -1.38617 -0.16972 -0.20
P 0.07747 0.76191 -0.74195 0.02
F 2.08967 -1.36792 -2.13279 -0.75
O -6.23730 4.57374 3.33208 -0.49
O -7.47049 1.02078 0.75124 -0.47
O 3.78376 -5.12964 -2.87383 -0.52
O -1.50596 0.39416 -1.32491 -0.49
O -8.19427 -2.04413 -0.57828 -0.50
O -0.23985 -2.58466 -0.89318 -0.80
O 4.00734 0.30819 -0.42964 -0.16
O -4.03169 1.60077 -1.99927 -0.42
O 6.64786 2.51994 -1.78054 -0.60
O 6.17064 2.71623 -4.60569 -0.51
O -5.05344 -0.13979 2.75341 -0.32
O 3.61224 4.71370 -3.61774 -0.38
O -1.52366 1.69426 4.58502 -0.43
N -1.74766 -0.81209 1.40796 -0.38
N -1.29949 -3.09431 2.13886 -0.64
N 2.63615 -3.05278 0.20549 -0.11
N -1.16146 -1.32901 3.64324 -0.64
N 0.88615 1.41081 -2.17479 -0.42
C -1.22794 2.67765 5.56800 -0.63
C 4.20437 -3.81664 -3.25395 -0.45
C -5.60405 -1.29312 3.37751 -0.71
C 5.55410 2.34017 -5.82932 -0.63
C 3.85793 -4.62380 2.02417 -0.98
C -7.18991 3.74002 3.98432 -0.43
C -7.00322 2.32182 0.38857 -0.45
C 5.26111 -0.29658 -0.24496 0.07
C -4.17021 1.30274 -3.37614 -0.58
C -0.88505 -1.69490 2.20603 0.94
C 4.02972 6.02153 -3.99737 -0.62
C 2.79926 -5.36103 1.17494 -0.52
C 5.26809 2.88317 -1.77182 -0.53
C -6.80907 -2.39204 -0.57152 -0.40
C 1.93503 -4.34598 0.28385 0.39
C 3.05916 -0.03845 0.57862 -0.57
C 5.98693 0.09050 1.06672 -1.14
C 0.63102 -1.47228 1.95848 -0.97
H 1.83191 -4.75842 -0.73514 0.25
H -8.64908 -2.70307 -1.10343 0.27
H 4.30753 -5.31421 2.76563 0.40
H 6.90559 2.51660 -2.70629 0.41
H 4.91444 2.90336 -0.74401 0.22
H 4.53658 1.98550 -5.64560 0.26
H 5.02042 -3.51145 -2.60159 0.16
H 3.20042 6.72759 -3.90377 0.27
H -6.10858 -1.92026 2.63681 0.22
H -6.22364 2.61802 1.08722 0.16
H -1.39284 0.13366 1.54907 0.20
H 1.22187 -2.23106 2.50083 0.12
H 3.47194 -0.56830 1.45464 0.31
H -6.58993 2.30530 -0.62250 0.22
H -5.78197 0.34753 2.35666 0.20
H 5.74424 1.10547 1.40472 0.24
H -2.45195 1.78281 4.35900 0.22
H -6.26943 -1.65467 0.01882 0.06
H -1.83920 2.51760 6.46117 0.26
H -4.56569 0.29047 -3.51061 0.24
H 5.89493 0.05293 -1.07678 0.34
H -2.31311 -3.04050 2.15919 0.27
H 4.68531 2.15151 -2.33467 0.29
H 2.90268 4.45451 -4.20957 0.24
H 4.83507 6.32879 -3.33264 0.25
H -7.82572 3.04119 0.44113 0.29
H 0.04851 -2.93824 -1.73063 0.19
H 4.55424 -3.82405 -4.29136 0.35
H 0.95994 -4.27249 0.77492 -0.34
H 3.06619 -5.37914 -3.45633 0.28
H -8.15408 0.77768 0.12461 0.25
H -6.67654 -3.38126 -0.12502 0.28
H -4.79079 -1.85730 3.83091 0.28
H 0.88882 -0.50565 2.44014 0.61
H 2.08610 -5.89332 1.82070 0.34
H -4.86650 2.01716 -3.81520 0.25
H 5.16584 -1.39061 -0.37341 -0.01
H 2.57915 0.89245 0.95372 0.45
H 0.75725 0.69155 -2.88642 0.20
H 3.44169 -3.79014 2.60459 0.17
H 0.35638 2.20573 -2.52299 0.26
H -6.42020 -2.39060 -1.59286 0.30
H 3.29276 -6.04520 0.46615 0.29
H -0.33798 -1.66564 4.13039 0.30
H 5.63988 3.42533 -4.22427 0.27
H -7.28097 4.01798 5.03826 0.31
H -2.65279 -0.78936 1.88019 0.12
H 3.31206 -3.15137 -0.54908 0.03
H 4.39699 6.02151 -5.02849 0.28
H 5.60980 -0.58190 1.86189 0.33
H -1.70206 -0.53180 -1.14336 0.29
H 6.13658 1.53636 -6.27406 0.25
H -6.31626 -1.00133 4.15505 0.33
H -8.15388 3.87081 3.49759 0.21
H -1.15591 -0.31780 3.74023 0.25
H 5.14858 3.87189 -2.21358 0.25
H 4.69134 -4.25109 1.41494 0.19
H -0.17727 2.58964 5.83474 0.24
H 7.06965 -0.09451 1.03127 0.36
H -3.20312 1.38849 -3.88080 0.23
H -6.88720 2.69226 3.90439 0.12
H -5.39461 4.44658 3.76986 0.29
H -3.40839 0.95475 -1.63129 0.35
H 5.53027 3.18939 -6.51894 0.27
H 3.37408 -3.11400 -3.14531 0.14
H -1.06231 -3.48018 1.22860 0.26
H -1.41355 3.67973 5.17074 0.25
```

Results
E_LUMO (eV): 2.02
Total charge: -1



Entry 3:
Formula: C21H12F5IrN2O5Se
Source: OMol25
Level of theory: ωB97M-V/def2-TZVPD

```
47
Properties=species:S:1:pos:R:3:mulliken_spin:R:1
Ir 0.79118 -0.33087 -0.58171 2.15
Se 2.33477 -1.41188 -2.04207 0.49
F 2.57075 2.00396 -6.08927 0.05
F 1.26328 -0.28040 -4.92670 0.00
F 2.16753 2.87676 -2.42604 0.04
F 4.96337 0.65847 -2.16882 0.02
F 5.02914 2.52311 -4.52506 0.02
O 0.07837 3.34651 1.19192 0.04
O -0.27218 0.77134 -2.37579 0.01
O -0.93313 -2.04211 -0.99781 0.06
O -3.01110 -2.67349 -0.46172 0.01
O 0.96095 1.61461 0.07292 0.20
N -3.68538 -1.46795 5.36014 0.00
N -1.19337 0.23541 0.29858 0.03
C -2.71797 -1.45978 4.74096 0.00
C 2.29579 0.35566 -4.37148 0.02
C -2.44162 1.89772 1.42642 0.00
C 3.40103 2.47506 -2.68358 0.91
C 1.65592 -1.19578 1.09216 -0.03
C 0.37197 -0.28253 3.03513 -0.02
C -1.27292 1.44113 0.83322 0.01
C 3.84392 1.06547 -2.79233 0.00
C -2.25765 -0.56607 0.28509 -0.02
C 0.61686 -1.33195 2.15551 0.05
C 2.88696 1.47018 -4.93487 0.41
C -0.18412 -2.47072 2.21472 -0.02
C -1.53994 -1.44291 3.90675 -0.01
C -0.00651 2.24474 0.72703 0.02
C 2.82998 0.04054 -3.13534 0.51
C -3.45588 -0.20321 0.86221 0.00
C -1.26022 -2.53096 3.08174 0.00
C -0.70471 -0.32951 3.90509 0.00
C -3.53866 1.05635 1.45540 0.00
C 3.88674 2.04102 -4.01502 0.02
C -2.00158 -1.83087 -0.44725 0.01
H -4.46087 1.37207 1.92393 0.00
H 2.09754 -2.14708 0.80188 0.02
H 0.02936 -3.30951 1.56161 0.00
H 0.04707 1.67897 -2.47672 0.00
H -4.29792 -0.88001 0.84501 0.00
H -1.89217 -3.40833 3.12184 0.00
H -0.90837 0.49566 4.57480 0.00
H 2.44480 -0.48349 1.34572 0.01
H 1.01251 0.59280 3.01839 0.00
H -0.32428 0.39138 -3.26303 0.00
H -2.76523 -3.46132 -0.97559 0.00
H -2.45399 2.89179 1.85203 0.00
```

Results
E_LUMO (spin up / spin down) (eV): -4.44 / -6.40
Energy above the lowest of the compared OMol25 structures with the same formula, charge and spin (kcal/mol): 0.0
Total charge: +1
Multiplicity: 6
Expectation value of S²: 8.791



Entry 4:
Formula: C30H75BF4N5Na2O10
Source: OMol25
Level of theory: ωB97M-V/def2-TZVPD

```
127
Properties=species:S:1:pos:R:3:mulliken_charge:R:1
Na -1.50182 3.29614 1.96257 0.93
Na 0.07370 0.01771 3.59761 0.84
F 2.25681 1.20696 2.77065 -0.38
F 0.74168 1.99358 1.27630 -0.18
F 2.78715 1.30390 0.58530 -0.14
F 1.32781 -0.22355 1.35547 -0.42
O -3.11799 0.08679 -0.20314 -0.28
O 4.90398 3.24217 -2.04615 -0.48
O -5.05767 -2.79737 3.06202 -0.43
O 9.23496 -1.25996 1.53253 -0.31
O -3.34639 7.13400 -1.24710 -0.34
O 0.27304 -3.09835 -3.08938 -0.36
O -8.15873 -2.52655 -0.93419 -0.37
O 3.80662 -2.55216 1.19452 -0.29
O 0.33375 -2.28014 4.14254 -0.17
O -1.14323 3.63542 -0.62865 -0.39
N -3.80681 4.44352 -2.48014 -0.16
N 2.97072 -2.94257 -1.79153 -0.26
N -2.58712 -2.97466 5.00893 -0.25
N -6.24779 0.51999 -1.10966 -0.40
N 7.33518 1.43164 -0.30135 -0.43
C 4.17811 -2.44414 -1.24738 -0.58
C 0.79016 -4.01782 -3.99115 -0.85
C -7.05300 -1.76883 -1.41867 -0.59
C 0.54814 -3.26659 -1.66845 -0.69
C 5.83141 3.10103 -1.00507 -0.66
C -4.06066 5.72821 -3.15469 -0.84
C -3.62598 -2.90376 2.82874 0.17
C 9.04367 -0.38271 0.33521 -0.71
C 3.53738 2.96812 -1.78550 -0.56
C -1.45359 -2.66774 5.82072 -0.80
C -0.23353 -3.26448 5.08740 -0.67
C 5.97424 1.66257 -0.66961 -0.02
C 0.12717 3.98761 -1.14859 -1.13
C -1.75626 -0.38504 -0.07191 -0.55
C -2.43688 3.88478 -2.76325 -0.83
C 4.54546 -3.15000 0.11955 -0.72
C -9.46585 -2.04423 -1.22856 -0.79
C -5.70176 -3.47336 1.92626 -0.71
C -1.98874 2.90784 -1.60438 -0.31
C -3.07658 6.74887 -2.60173 -0.45
C -4.95447 0.19232 -1.78676 -1.17
C 10.27771 -2.12673 1.47871 -0.72
C 7.52575 0.14043 0.44452 0.00
C -3.90002 -0.64824 -1.10768 0.06
C -6.88512 -0.57857 -0.48428 -0.07
C -2.72995 8.43235 -0.90337 -0.81
C 4.37049 -1.37573 1.88419 -0.42
C -2.86594 -2.09711 3.84235 0.21
C 1.76015 -2.56240 -1.08536 0.29
C 1.48289 -2.84090 3.47583 -0.35
B 1.73892 1.07177 1.51470 0.28
H -3.27329 -1.05052 -1.90360 0.48
H 3.22421 3.62145 -0.97114 0.37
H 0.10704 -4.86305 -4.07495 0.32
H -9.74820 -1.22960 -0.56167 0.32
H 0.51343 -3.41661 5.86651 0.42
H 7.40501 0.21016 1.52557 0.18
H -0.05088 4.98291 -1.55576 0.38
H 4.18716 -1.35646 -1.31782 0.26
H -1.58705 -3.04366 6.83510 0.49
H 1.72807 -4.55316 -3.84332 0.36
H -6.67046 -3.00425 1.75409 0.28
H -4.32816 -1.50158 -0.58175 -0.04
H 0.77515 4.06678 -0.27569 0.30
H -5.13636 -3.43408 0.99519 0.19
H 6.91537 -0.59922 -0.07361 0.14
H -3.39485 -1.19615 4.15320 0.36
H -1.74015 8.42607 -0.44690 0.28
H 5.61544 -3.16744 0.32679 0.44
H -2.74657 2.27275 -1.14563 0.45
H 0.65698 3.35198 -1.85808 0.47
H -6.27841 -2.53453 -1.37637 0.23
H 3.09442 3.32193 -2.71646 0.32
H 0.62192 -4.32702 -1.42733 0.39
H -1.34620 -1.58557 5.89463 0.18
H -0.41766 -4.17689 4.52019 0.42
H -1.68423 4.64453 -2.97399 0.45
H 1.65846 -2.21242 2.60275 -0.26
H 3.29451 1.91444 -1.64811 0.13
H -2.03790 6.46303 -2.76768 0.33
H -10.25295 -2.75076 -0.96512 0.30
H -3.21056 7.59677 -3.27345 0.50
H -5.87539 0.98166 -0.29218 0.36
H -3.48624 -3.18360 5.41885 0.27
H 6.74559 3.44362 -1.48983 0.39
H 4.25126 -4.19908 0.08814 0.30
H 4.98467 -2.68312 -1.94054 0.43
H 9.98942 -2.90475 0.77184 0.30
H -1.19555 -0.15077 0.83298 -0.21
H 1.63968 -1.50234 -1.30866 0.05
H 1.35225 -3.87105 3.14447 0.36
H -5.03433 6.15777 -2.91902 0.40
H -1.09362 -0.07615 -0.88036 0.51
H 10.36724 -2.50232 2.49803 0.23
H 5.78964 1.25016 -1.66155 0.26
H -6.38305 -0.88591 0.43309 0.16
H -1.46671 2.09843 -2.11470 0.17
H -4.37314 1.06943 -2.07106 0.13
H 5.79798 3.81618 -0.18316 0.32
H 3.92212 -1.13123 2.84715 0.17
H 9.71301 0.47619 0.38379 0.38
H -7.86847 -0.36355 -0.06610 0.31
H 5.39128 -1.58437 2.20442 0.41
H 1.92578 -2.63140 -0.01023 -0.03
H -2.40515 3.44222 -3.75885 0.41
H -6.91582 -1.45780 -2.45431 0.46
H -0.37611 -2.96654 -1.17465 0.19
H -4.54286 3.76816 -2.62917 0.21
H -3.27955 -3.90481 2.57182 0.30
H -3.46974 -2.41161 1.86880 -0.45
H -4.99938 -0.40715 -2.69601 0.40
H -3.84087 5.82144 -4.21822 0.31
H -9.63177 -1.71856 -2.25546 0.33
H 7.91356 1.49246 -1.12711 0.28
H -3.38273 8.98679 -0.22914 0.30
H -2.80728 9.15905 -1.71209 0.32
H 2.83965 -2.72283 -2.76858 0.30
H 9.13238 -1.06122 -0.51322 0.35
H -5.79766 -4.55549 2.01505 0.41
H 5.21547 1.17688 -0.05604 -0.01
H 11.18518 -1.58732 1.20735 0.29
H -1.79066 -1.47443 -0.08375 0.38
H 4.27027 -0.46103 1.29991 -0.05
H 2.30857 -2.71463 4.17614 0.32
H -1.90374 -1.78393 3.43717 -0.22
H 0.67036 -3.59727 -4.98959 0.27
```

Results
E_LUMO (eV): -4.69
Energy above the lowest of the compared OMol25 structures with the same formula, charge and spin (kcal/mol): 134.8
Total charge: +1



In the order shown, the computed F_max values come out to 7.16; 3.25; 0.45; 4.21 eV Å⁻¹.
In the order shown, the computed E_tot values come out to -107503.981; -67373.895; -116949.094; -80621.891 eV.